[1]
The following is a DFT calculation (ωB97M-V/def2-TZVPD) of C28H53BBr2N2OP2Ti as an isolated structure in a non-equilibrium geometry.

The geometry in ORCA input format:
```
! RIJCOSX wB97M-V def2-TZVPD def2/J DEFGRID3
* xyz 0 1
Ti -0.09 -0.38 -0.03
C 2.44 0.20 4.50
C 1.98 1.29 3.52
C 3.00 1.31 2.37
C 1.99 2.66 4.21
P 0.34 0.80 2.73
C -0.25 2.48 2.22
N -1.33 2.34 1.28
B -1.52 1.24 0.39
N -2.64 1.59 -0.41
C -3.15 0.84 -1.52
P -2.04 -0.63 -1.85
C -1.72 -0.41 -3.69
C -1.09 -1.68 -4.27
C -2.95 -0.05 -4.53
C -0.70 0.73 -3.75
C -3.19 -2.05 -1.45
C -3.59 -1.89 0.02
C -2.40 -3.36 -1.59
C -4.45 -2.12 -2.32
C -3.12 2.83 -0.02
C -4.18 3.59 -0.49
C -4.41 4.82 0.10
C -3.61 5.28 1.14
C -2.55 4.52 1.62
C -2.31 3.29 1.03
C -0.93 0.37 4.06
C -0.69 -1.09 4.47
C -2.33 0.43 3.45
C -0.90 1.27 5.30
H 3.48 0.41 4.79
H 1.85 0.18 5.42
H 2.42 -0.79 4.04
H 3.99 1.53 2.79
H 3.05 0.36 1.84
H 2.77 2.08 1.64
H 2.98 2.80 4.66
H 1.84 3.47 3.50
H 1.25 2.74 5.00
H -0.57 3.07 3.09
H 0.59 3.00 1.75
H -4.18 0.50 -1.34
H -3.18 1.47 -2.41
H -1.84 -2.45 -4.47
H -0.61 -1.43 -5.22
H -0.32 -2.10 -3.62
H -3.70 -0.84 -4.54
H -3.43 0.87 -4.22
H -2.61 0.09 -5.56
H 0.23 0.46 -3.26
H -0.49 0.95 -4.80
H -1.07 1.65 -3.28
H -2.71 -1.83 0.68
H -4.20 -1.00 0.19
H -4.17 -2.76 0.32
H -1.49 -3.34 -0.98
H -3.01 -4.19 -1.24
H -2.11 -3.57 -2.62
H -4.94 -1.15 -2.43
H -4.23 -2.51 -3.31
H -5.16 -2.80 -1.85
H -4.80 3.23 -1.30
H -5.22 5.44 -0.26
H -3.81 6.25 1.58
H -1.93 4.89 2.43
H -0.79 -1.73 3.60
H 0.29 -1.25 4.92
H -1.45 -1.38 5.21
H -2.39 -0.11 2.50
H -3.03 -0.03 4.15
H -2.66 1.46 3.27
H 0.01 1.16 5.88
H -1.03 2.32 5.05
H -1.74 0.99 5.95
Br 1.37 1.50 -0.71
C 2.95 -1.27 -0.42
Br 1.49 -1.75 -1.74
H 3.65 -2.09 -0.59
H 3.31 -0.33 -0.85
C 1.50 -2.94 1.99
C 0.22 -3.15 1.20
C -0.78 -4.01 1.95
O -0.38 -1.89 0.85
H 1.98 -3.90 2.16
H 1.27 -2.49 2.96
H 2.19 -2.30 1.44
H 0.48 -3.65 0.26
H -1.10 -3.54 2.87
H -0.31 -4.97 2.20
H -1.66 -4.22 1.34
*
```

Summary:
Molecular weight: 714.18 g mol⁻¹
Relative energy (zero: lowest compared OMol25 entry of this formula, charge and spin): 0.0 kcal/mol
HOMO energy: -6.7 eV

[2]
The following is a DFT calculation (ωB97M-V/def2-TZVPD) of an isolated molecule of C19H24N2O5 in a non-equilibrium geometry.

The geometry in ORCA input format:
```
! RIJCOSX wB97M-V def2-TZVPD def2/J DEFGRID3
* xyz 0 1
C 1.14 -0.64 -0.67
N 1.52 0.63 -1.17
C 1.75 1.70 -0.29
O 2.45 2.62 -0.62
C 1.30 1.62 1.11
C -0.08 2.12 1.40
C -0.27 2.35 2.88
O -1.56 1.91 3.29
C -1.75 0.53 3.27
C -2.99 0.11 2.75
C -3.47 -1.19 2.88
C -2.59 -2.16 3.30
N -3.01 -3.51 3.27
C -2.20 -4.41 3.82
O -2.82 -5.45 3.76
O -0.97 -4.17 4.21
C -0.45 -2.98 4.04
O 0.70 -2.77 4.22
C -1.30 -1.83 3.74
C -0.91 -0.51 3.81
C 1.64 0.86 -2.63
C 1.87 -0.47 -3.31
C 2.30 -0.17 -4.80
C 1.07 0.36 -5.52
C 0.58 1.63 -4.80
C 0.46 1.64 -3.23
H 1.99 -1.02 -0.05
H 0.82 -1.40 -1.42
H 0.23 -0.56 -0.08
H 1.22 0.54 1.46
H 2.07 2.12 1.67
H -0.19 3.11 0.98
H -0.90 1.50 1.07
H 0.59 1.84 3.44
H -0.25 3.44 3.13
H -3.59 0.97 2.38
H -4.44 -1.47 2.40
H -4.05 -3.64 3.30
H 0.09 -0.23 4.19
H 2.57 1.42 -2.67
H 2.51 -1.16 -2.83
H 0.81 -0.89 -3.31
H 2.62 -1.14 -5.23
H 3.26 0.32 -4.91
H 0.27 -0.35 -5.51
H 1.22 0.62 -6.53
H -0.43 1.92 -5.18
H 1.14 2.47 -5.09
H -0.43 1.12 -3.04
H 0.45 2.67 -2.87
*
```

Summary:
Molecular weight: 360.41 g mol⁻¹
Relative energy (zero: lowest compared OMol25 entry of this formula, charge and spin): 85.6 kcal/mol
HOMO energy: -8.8 eV
Structure (SMILES): CN(C(=O)CCCOc1ccc2[nH]c(=O)oc(=O)c2c1)C1CCCCC1

[3]
The following is a DFT calculation (ωB97M-V/def2-TZVPD) of C23H42Cl2GdN2O6P as an isolated structure in a non-equilibrium geometry.

The geometry in ORCA input format:
```
! RIJCOSX wB97M-V def2-TZVPD def2/J DEFGRID3
* xyz 0 8
O 1.58 -0.41 -4.18
C 0.49 0.15 -4.24
C 0.15 1.60 -4.40
C 0.46 2.59 -3.44
H 0.55 2.30 -2.39
C 0.59 3.93 -3.88
H 0.92 4.69 -3.18
C 0.28 4.25 -5.20
H 0.49 5.26 -5.56
C -0.32 3.31 -6.05
H -0.64 3.58 -7.06
C -0.49 2.00 -5.58
H -1.13 1.27 -6.12
H -0.43 -0.46 -4.12
C -2.70 -1.14 -2.27
C -2.18 -0.07 -1.41
H -3.33 -0.77 -3.08
H -3.26 -1.90 -1.71
H -1.81 -1.58 -2.75
C -2.41 1.23 -1.44
C -3.81 1.72 -1.12
H -1.67 2.00 -1.71
H -4.32 1.97 -2.05
H -3.81 2.58 -0.44
H -4.38 0.91 -0.64
Gd -0.77 -0.28 0.24
Cl -0.29 2.27 0.52
Cl -2.96 -0.66 1.42
H 4.60 1.16 -2.39
H 4.25 1.98 0.07
C 3.52 1.37 -2.45
C 3.15 1.89 -0.05
N 2.87 1.01 -1.21
H 3.07 0.78 -3.26
C 2.29 -0.18 -1.08
O 1.46 -0.40 -0.17
H 2.69 1.49 0.87
H 2.56 -0.95 -1.80
H 3.37 2.44 -2.65
H 2.75 2.90 -0.25
H -0.39 -5.72 0.43
H 1.57 -5.87 -1.33
C -0.94 -5.17 -0.35
C 0.93 -5.27 -1.99
N 0.01 -4.46 -1.20
H -1.64 -4.47 0.10
C 0.16 -3.16 -1.13
O -0.49 -2.50 -0.27
H 1.54 -4.58 -2.59
H 0.85 -2.70 -1.86
H -1.46 -5.90 -0.98
H 0.35 -5.94 -2.64
C -0.84 -3.27 5.07
C -0.93 -2.31 3.90
O 0.26 -1.45 3.97
P 0.24 -0.07 3.07
O 1.74 0.50 3.32
C 2.52 0.31 4.55
C 1.82 0.80 5.80
O -0.73 0.86 4.02
C -0.86 2.31 3.84
C -2.32 2.67 3.65
H 0.11 -3.79 5.07
H -1.65 -4.01 5.00
H -0.96 -2.72 6.01
H -0.94 -2.85 2.94
H -1.84 -1.68 3.94
H 2.76 -0.76 4.64
H 3.44 0.87 4.35
H 0.97 0.16 6.04
H 2.54 0.74 6.62
H 1.50 1.85 5.70
H -0.42 2.78 4.74
H -0.31 2.64 2.93
H -2.91 2.37 4.53
H -2.39 3.75 3.54
H -2.71 2.19 2.75
*
```

Summary:
Molecular weight: 701.73 g mol⁻¹
HOMO energy (alpha / beta): -6.0 / -5.8 eV
<S²>: 16.114

[4]
The following is a DFT calculation (ωB97M-V/def2-TZVPD) of a 2-piece molecular cluster, C12H17N overall in a non-equilibrium geometry.

The geometry in ORCA input format:
```
! RIJCOSX wB97M-V def2-TZVPD def2/J DEFGRID3
* xyz 0 1
C 0.07 -1.15 -2.88
C 0.88 -0.73 -1.74
C 1.46 -1.62 -0.81
N 2.01 -0.77 0.25
C 1.66 0.50 -0.01
C 1.72 1.67 0.81
C 1.23 2.85 0.36
C 0.78 2.88 -1.01
C 0.48 1.74 -1.75
C 0.94 0.55 -1.24
H -1.01 -1.14 -2.48
H 0.23 -2.28 -2.98
H 0.18 -0.56 -3.80
H 1.41 -2.81 -0.75
H 2.51 -1.22 1.01
H 2.18 1.52 1.85
H 1.43 3.83 0.92
H 0.52 3.86 -1.49
H 0.16 1.81 -2.70
C -2.28 -1.21 0.73
C -1.74 -0.15 1.58
C -1.00 -0.93 2.68
H -1.68 -1.37 -0.11
H -3.25 -0.90 0.22
H -2.44 -2.12 1.16
H -1.07 0.67 1.07
H -2.52 0.50 1.88
H -1.74 -1.42 3.44
H -0.28 -1.69 2.27
H -0.83 -0.26 3.51
*
```

Summary:
Molecular weight: 175.28 g mol⁻¹
Relative energy (zero: lowest compared OMol25 entry of this formula, charge and spin): 66.9 kcal/mol
HOMO energy: -7.9 eV
Structure (SMILES): Cc1c[nH]c2ccccc12.CCC